Here is a cluster of 2 separate species, C8H14N in total in a non-equilibrium geometry from the OMol25 dataset. Energies are from wB97M-V/def2-TZVPD.

Each line ends with the Löwdin charge.
CARTESIAN COORDINATES (ANGSTROEM)
C 1.7857 2.2897 -0.6312  0.17
C 1.4757 1.1514 -0.5397  -0.19
C -1.4647 1.4364 0.6117  -0.10
C -2.0175 0.4899 -0.5303  -0.30
C -1.1797 0.0606 0.5972  -0.05
C -3.4636 0.1000 -0.3425  -0.08
C 2.9699 -1.9615 0.0735  0.01
C 1.1470 -0.1796 -0.3479  -0.12
N 1.8610 -1.0759 0.6563  0.02
H 1.9532 3.2977 -0.8895  0.05
H -0.5609 2.1019 0.4461  0.11
H -2.2085 1.8053 1.3284  0.13
H -1.4414 0.4902 -1.4800  0.15
H -1.2914 -0.8374 1.2348  0.13
H -3.6168 -0.8957 -0.7551  0.07
H -4.0902 0.9122 -0.9283  0.13
H -3.8533 0.1586 0.7529  0.12
H 3.6312 -2.3885 0.7943  0.08
H 2.6726 -2.8589 -0.5717  0.13
H 3.4001 -1.3275 -0.7135  0.10
H 0.9653 -0.6448 -1.2776  0.11
H 1.0655 -1.5938 1.1352  0.18
H 2.2607 -0.5304 1.3769  0.15

Results
highest occupied orbital energy (alpha / beta): -12.2 / -12.2 eV
charge: +1
Kohn-Sham gap (alpha / beta): 8.0 / 8.0 eV

Here is the molecule C8H14N2 in a non-equilibrium geometry from the OMol25 dataset. Energies are from wB97M-V/def2-TZVPD.

Each line ends with the Löwdin charge.
CARTESIAN COORDINATES (ANGSTROEM)
H 0.9198 -1.6320 -1.7371  0.05
N -0.0902 -1.5176 -1.6567  0.16
C -0.5040 -1.3083 -0.4791  -0.40
C -1.9846 -1.2797 -0.2379  -0.03
C 0.3830 -1.1774 0.7183  -0.30
C 1.2721 -2.3555 1.0136  -0.02
N 0.2913 -0.2522 1.6088  0.10
C -0.2127 0.9541 1.2298  -0.16
C 0.1213 1.5841 0.0748  -0.32
C 1.4094 1.3720 -0.6619  -0.06
C -0.6656 2.7846 -0.3789  -0.07
H -2.3247 -2.2883 0.0056  0.09
H -2.4932 -0.9572 -1.1449  0.08
H -2.2593 -0.6085 0.5692  0.07
H 0.6790 -3.2501 1.1635  0.08
H 1.9502 -2.5355 0.1803  0.08
H 1.8534 -2.1689 1.9107  0.08
H -0.9531 1.3645 1.9116  0.12
H 1.2111 0.9491 -1.6474  0.07
H 1.9114 2.3264 -0.8255  0.08
H 2.0836 0.7175 -0.1184  0.08
H -1.4821 3.0163 0.3112  0.08
H -1.0854 2.5914 -1.3658  0.08
H -0.0308 3.6712 -0.4438  0.08

Results
highest occupied orbital energy: -8.1 eV
Kohn-Sham gap: 8.8 eV

Here is a structure of composition C8H14N2O in a non-equilibrium geometry from the OMol25 dataset. Energies are from wB97M-V/def2-TZVPD.

Each line ends with the Löwdin charge.
CARTESIAN COORDINATES (ANGSTROEM)
C 1.6887 -0.4127 -0.0704  -0.42
C 0.1691 1.1637 0.8141  -0.23
C 0.2700 -0.6422 0.1030  -0.25
C 2.5602 -1.4795 -0.5638  -0.03
C -0.2224 -1.7599 0.9993  -0.06
C -2.0075 -0.5194 -0.9946  -0.09
C -1.0602 3.2049 0.9050  -0.04
C -0.5696 -0.5212 -1.2427  -0.21
N 2.1785 0.7054 0.2055  0.06
N 1.3257 1.6538 0.6522  0.06
O -1.0160 1.7499 0.9614  -0.11
H 2.3578 -1.4422 -1.6629  0.10
H 2.2755 -2.5228 -0.1396  0.11
H 3.5956 -1.3483 -0.2626  0.08
H 0.2781 -1.5785 1.9773  0.10
H -0.0059 -2.7324 0.5220  0.09
H -1.3012 -1.9041 1.3716  0.11
H -1.9563 0.1685 -0.1905  0.05
H -2.4468 -1.4980 -0.7305  0.10
H -2.4732 -0.0538 -1.7816  0.05
H -0.7688 3.5948 1.8809  0.08
H -2.1842 3.5659 0.8281  0.12
H -0.3946 3.4766 0.0177  0.11
H -0.1711 0.4090 -1.7584  0.15
H -0.1214 -1.2778 -1.8406  0.09

Results
highest occupied orbital energy: -8.9 eV
Kohn-Sham gap: 9.8 eV

Here is a structure of composition C8H14N2O in a non-equilibrium geometry from the OMol25 dataset. Energies are from wB97M-V/def2-TZVPD.

Each line ends with the Löwdin charge.
CARTESIAN COORDINATES (ANGSTROEM)
C 1.8827 -0.3638 -1.5419  0.07
C 2.4283 -1.0022 -0.5347  -0.16
C 2.4041 2.0236 0.0779  -0.10
C 1.6593 0.2975 -0.2097  -0.25
C 2.8595 -2.2050 0.1171  -0.05
C -3.2721 0.4655 -0.4518  -0.11
C -2.0724 -0.0952 0.2453  -0.21
C -0.7974 0.5252 -0.4679  -0.18
N 0.2629 0.1818 1.7598  0.08
N 0.3504 0.0392 0.3096  -0.21
O 3.5289 2.3282 -0.1867  0.04
H 1.7799 -0.1694 -2.5435  0.07
H 1.6612 2.7029 0.2726  0.06
H 2.7466 -2.0310 1.1723  0.07
H 3.9334 -2.2764 -0.1730  0.11
H 2.2862 -3.1013 0.0366  0.08
H -4.2097 0.1252 -0.1762  0.04
H -3.3490 1.5633 -0.5032  0.08
H -3.1614 0.2431 -1.4643  0.05
H -1.9450 -1.1131 -0.1211  0.10
H -1.7473 -0.2073 1.2356  0.06
H -0.6409 0.1825 -1.5560  0.14
H -0.7849 1.5792 -0.5846  0.09
H 0.4268 -0.7225 2.0173  0.05
H 0.8311 0.9188 2.1145  0.07

Results
highest occupied orbital energy: -8.1 eV
Kohn-Sham gap: 9.0 eV

Here is the molecule C8H14N2O3S in a non-equilibrium geometry from the OMol25 dataset. Energies are from wB97M-V/def2-TZVPD.

Each line ends with the Löwdin charge.
CARTESIAN COORDINATES (ANGSTROEM)
C 1.9748 3.2250 0.6139  -0.11
N 1.1231 2.3333 -0.2660  0.06
C 1.3298 1.0838 -0.2384  -0.30
C 2.0264 0.1272 0.6601  -0.02
C 1.3094 -0.9943 -0.1970  -0.28
N 0.6206 -2.0868 0.4974  -0.08
C -0.0768 -3.0663 -0.3604  -0.08
C 0.5928 0.0175 -1.0797  -0.19
C -0.8723 0.1563 -0.8494  -0.09
C -1.4887 -0.1102 0.2850  -0.15
S -3.2360 0.0528 0.2161  0.61
O -3.7009 -0.1913 -1.1023  -0.29
O -3.7910 -0.7957 1.2207  -0.28
O -3.5508 1.6426 0.5882  -0.12
H 2.6373 2.8427 1.3867  0.06
H 1.1175 3.8690 0.9977  0.09
H 2.6983 3.7708 -0.0641  0.09
H 3.0753 0.1755 0.5703  0.10
H 1.7346 0.0468 1.6643  0.11
H 1.9270 -1.4326 -1.0889  0.16
H 1.1415 -2.6997 0.9844  0.06
H -0.3630 -3.8123 0.3260  0.07
H -0.8721 -2.5472 -0.9394  0.09
H 0.6106 -3.5044 -1.1016  0.08
H 0.7057 -0.0105 -2.1964  0.16
H -1.4068 0.6211 -1.6719  0.13
H -1.1309 -0.6884 1.1332  0.11
H -4.1354 1.9757 0.0114  0.00

Results
highest occupied orbital energy: -9.2 eV
Kohn-Sham gap: 9.8 eV

Here is a structure of composition C8H14N2PSZr in a non-equilibrium geometry from the OMol25 dataset. Energies are from wB97M-V/def2-TZVPD.

Each line ends with the Löwdin charge.
CARTESIAN COORDINATES (ANGSTROEM)
C -1.2536 1.7918 -2.3522  -0.24
C -0.3078 2.7848 -2.4083  -0.27
C 1.0917 2.5769 -2.0401  -0.27
C 1.4783 2.4716 -0.6540  -0.42
C 0.4832 2.4715 0.3337  -0.19
Zr 0.0002 0.8191 -0.9454  1.10
P -2.3459 -0.6394 -0.2454  0.71
H -2.1924 1.7944 -2.9056  0.04
H -0.6056 3.7795 -2.7885  0.12
H 1.9085 2.7003 -2.7855  0.13
H 0.4532 3.0699 1.2409  0.03
H 2.5461 2.3703 -0.4357  0.11
H -2.5645 -2.0162 -0.5333  -0.11
H -3.4324 -0.1390 -1.0246  -0.09
H -3.0371 -0.6086 0.9991  -0.10
S 1.7164 -1.0895 -1.3639  0.66
C 1.2224 -1.5871 0.2210  -0.79
N 0.8618 -0.7060 1.2352  -0.04
C 0.2508 -1.4340 2.3582  -0.13
C 0.2107 -2.8759 1.8996  -0.11
N 0.9135 -2.8296 0.6130  0.06
H 1.5295 0.0280 1.4727  0.14
H -0.7425 -1.0336 2.5443  0.11
H 0.8838 -1.3054 3.2319  0.13
H -0.8143 -3.2496 1.7760  0.13
H 0.7589 -3.5294 2.5817  0.13
H 0.9873 -3.6146 -0.0246  0.16

Results
highest occupied orbital energy (alpha / beta): -9.7 / -9.9 eV
charge: +1
Kohn-Sham gap (alpha / beta): 5.9 / 6.0 eV

Here is the molecule C8H14N2S in a non-equilibrium geometry from the OMol25 dataset. Energies are from wB97M-V/def2-TZVPD.

Each line ends with the Löwdin charge.
CARTESIAN COORDINATES (ANGSTROEM)
C 1.4855 -1.4779 1.7831  -0.23
C 1.9089 -1.8470 0.5649  -0.30
C -0.6557 -0.9246 1.3021  -0.27
C -0.4856 -0.7100 -0.1193  -0.34
C -0.8944 1.7202 0.9353  -0.07
C -1.5229 1.3087 -1.4816  -0.08
C 1.0623 1.4775 -0.7472  -0.06
C -0.4427 0.9775 -0.4192  -0.46
N 0.1978 -1.2531 2.1520  0.06
N 0.6127 -3.1171 -1.0927  -0.31
S 0.9574 -1.5970 -0.8573  0.92
H 2.1605 -1.6708 2.6641  0.12
H 2.8309 -2.5266 0.3429  0.12
H -1.6939 -0.7520 1.7256  0.14
H -1.4013 -1.1340 -0.6412  0.13
H -1.9374 1.4589 1.2164  0.08
H -1.0415 2.7837 0.7562  0.08
H -0.1574 1.5192 1.6379  0.05
H -1.6264 2.3653 -1.7353  0.08
H -1.3514 0.6854 -2.3702  0.08
H -2.5964 1.0317 -1.1368  0.11
H 1.0260 2.5923 -0.6321  0.09
H 1.1752 1.4120 -1.7562  0.02
H 1.9080 1.0484 -0.0660  0.11
H 0.4817 -3.3707 -2.0254  -0.06

Results
highest occupied orbital energy (alpha / beta): -5.8 / -8.5 eV
spin multiplicity: 3
⟨S²⟩: 2.02
Kohn-Sham gap (alpha / beta): 6.4 / 5.8 eV

Here is the molecule C8H14N2Si in a non-equilibrium geometry from the OMol25 dataset. Energies are from wB97M-V/def2-TZVPD.

Each line ends with the Löwdin charge.
CARTESIAN COORDINATES (ANGSTROEM)
C -1.4920 1.1488 1.9845  -0.20
Si -0.7032 -0.5669 1.6257  0.57
C 0.6751 -0.9834 2.8876  -0.15
C -2.1314 -1.9191 1.6093  -0.15
C -0.1285 -0.4189 -0.0915  -0.19
C 0.8506 0.3786 -0.5611  -0.12
C 1.1590 0.5461 -2.0216  -0.31
C 2.1903 1.2504 -2.6274  -0.05
C 1.8121 1.3539 -3.9696  -0.11
N 0.7136 0.6205 -4.1079  -0.03
N 0.1941 0.1461 -2.9418  0.10
H -2.2812 1.5246 1.4298  -0.02
H -1.9319 1.2123 3.0207  0.03
H -0.6901 2.0082 1.9471  0.07
H 0.6425 -2.1457 3.0500  0.08
H 1.6418 -0.8174 2.5822  -0.02
H 0.4822 -0.6023 3.7982  -0.03
H -2.4229 -2.2602 0.6796  -0.01
H -1.9658 -2.7524 2.1663  -0.03
H -3.0672 -1.5326 2.0335  0.03
H -0.8516 -0.9775 -0.8002  0.09
H 1.6346 0.7781 0.1284  0.11
H 3.0618 1.7433 -2.1025  0.12
H 2.3760 1.7615 -4.8067  0.12
H 0.2321 0.5041 -4.9125  0.11

Results
highest occupied orbital energy: -8.6 eV
Kohn-Sham gap: 9.5 eV

Here is the ion C8H14N3 with charge +1 in a non-equilibrium geometry from the OMol25 dataset. Energies are from wB97M-V/def2-TZVPD.

Each line ends with the Löwdin charge.
CARTESIAN COORDINATES (ANGSTROEM)
C -3.2006 0.1443 0.2185  0.00
N -2.2777 -0.9264 0.8073  0.06
C -1.0645 -0.6618 1.1967  -0.27
C -0.4002 -1.7592 1.9851  0.03
C -0.3647 0.5802 0.9665  -0.10
C 1.1431 0.7287 0.5117  -0.04
C 1.6119 0.7142 -0.7483  -0.28
C 3.0487 0.9130 -1.1371  -0.19
N 3.1851 0.6813 -2.4798  0.08
C 2.0222 0.4071 -2.9456  -0.12
N 1.0461 0.3730 -1.9511  0.10
H -4.2646 -0.3530 0.0386  0.14
H -3.2502 1.1528 0.6665  0.10
H -2.7087 0.1764 -0.7637  0.08
H -2.7431 -1.8280 1.1064  0.19
H -0.3694 -1.5505 3.0086  0.09
H 0.6072 -1.8141 1.5091  0.11
H -0.9259 -2.7395 1.7454  0.12
H -0.3289 1.0590 1.9413  0.15
H -1.0280 1.2230 0.3724  0.11
H 1.8119 1.1559 1.1888  0.09
H 3.4874 0.1848 -0.3929  0.16
H 3.2373 1.9648 -0.9839  0.14
H 1.6682 0.0893 -3.8029  0.09
H 0.0572 0.0848 -2.0576  0.16

Results
highest occupied orbital energy: -11.4 eV
charge: +1
Kohn-Sham gap: 7.4 eV

Number 1: molar mass 124.2 g mol⁻¹. Number 2: molar mass 138.2 g mol⁻¹. Number 3: molar mass 154.2 g mol⁻¹. Number 4: molar mass 154.2 g mol⁻¹. Number 5: molar mass 218.3 g mol⁻¹. Number 6: molar mass 292.5 g mol⁻¹. Number 7: molar mass 170.3 g mol⁻¹. Number 8: molar mass 166.3 g mol⁻¹. Number 9: molar mass 152.2 g mol⁻¹.